Entry from the OMol25 dataset: a structure of composition Cl4CuO20P in a non-equilibrium geometry (the ωB97M-V functional and the def2-TZVPD basis).

Cartesian coordinates (Å):
Cu -0.2105 -0.4419 1.2129
P -2.0656 -1.0998 2.9209
O -1.3778 -0.1015 3.9370
O -2.4212 -0.3703 1.6037
O -3.0175 -1.9876 3.6808
O -0.8454 -1.9008 2.3522
Cl 0.1966 3.2184 1.5845
O -0.3759 4.2641 2.3635
O -0.6672 2.0680 1.5925
O 0.3639 3.8425 0.2565
O 1.5916 2.9365 2.0682
Cl -2.2136 0.4401 -2.1563
O -2.8396 1.5041 -1.4230
O -1.5179 -0.2684 -1.1661
O -3.2069 -0.3912 -2.9117
O -1.0703 0.9391 -2.8228
Cl 2.5978 0.8145 -1.2957
O 1.6207 0.3693 -0.3094
O 3.6381 -0.0767 -1.5190
O 1.9796 1.1696 -2.6828
O 3.1377 2.0171 -0.7126
Cl 1.3209 -3.3685 -1.1959
O 0.3423 -4.2732 -1.8321
O 2.5391 -4.0564 -1.0363
O 1.6256 -2.7594 -2.4432
O 0.8755 -2.4877 -0.0657

Summary:
- ⟨S²⟩ = 0.759
- 2S+1 = 2
- total charge = -5
- E_HOMO (spin up / spin down) (hartree) = 0.2408 / 0.2441
- max |F| (eV/Å) = 6.07
- orbital gap (spin up / spin down) (hartree) = 0.1649 / 0.1616

Entry from the OMol25 dataset: a structure of composition C12H21F9MnN3O12S3 in a non-equilibrium geometry (the ωB97M-V functional and the def2-TZVPD basis).

Cartesian coordinates (Å):
Mn 0.2507 -0.1956 0.0430
C -1.7424 -3.8059 -1.6654
F -1.3042 -3.7597 -2.8967
F -2.8435 -4.5734 -1.6711
F -0.8461 -4.3639 -0.8611
S -2.2860 -2.0925 -1.0096
O -2.7444 -1.3268 -2.1493
O -3.3592 -2.2852 -0.0456
O -1.0636 -1.5524 -0.3826
C 2.4744 0.3703 -3.8232
F 3.0438 1.3677 -3.1677
F 1.2553 0.7664 -4.2353
F 3.1517 0.0811 -4.9472
S 2.2146 -1.2116 -2.7318
O 3.5269 -1.6964 -2.3868
O 1.4557 -0.6882 -1.6060
O 1.3994 -2.0721 -3.5859
C 3.2901 1.7734 2.5111
F 4.1741 0.8971 2.0394
F 2.5912 1.2048 3.4918
F 3.9700 2.7999 3.0787
S 2.2138 2.4383 1.0946
O 3.0144 3.3847 0.3207
O 1.7806 1.2209 0.4167
O 1.0950 3.1041 1.7621
C -1.4054 1.5957 -2.0038
O -0.7728 1.1056 -1.0762
N -1.2634 2.8776 -2.3632
C -1.7724 3.2374 -3.6772
C -0.2256 3.7783 -1.8630
H -2.0616 1.0543 -2.6930
H -0.9784 3.5892 -4.3435
H -2.5234 4.0266 -3.5996
H -2.1847 2.4208 -4.2687
H -0.5392 4.8190 -1.9415
H 0.0401 3.5745 -0.8288
H 0.6271 3.6479 -2.5321
C 1.7671 -3.0656 1.1882
O 1.3783 -1.9520 0.9371
N 1.6530 -3.7230 2.3739
C 1.9841 -5.1242 2.4745
C 1.0855 -3.0110 3.5160
H 2.3562 -3.6725 0.4756
H 2.3985 -5.4633 3.4215
H 2.6277 -5.3408 1.6203
H 1.0981 -5.7497 2.3083
H 0.0204 -3.2491 3.5722
H 1.5903 -3.3038 4.4350
H 1.2235 -1.9521 3.3046
C -1.1799 1.2793 2.4151
O -0.5936 0.3074 1.9491
N -2.4145 1.6386 2.0286
C -2.9332 2.9168 2.4085
C -3.2860 0.7240 1.3137
H -0.6568 2.0216 3.0245
H -2.2119 3.7361 2.4354
H -3.4679 2.8330 3.3601
H -3.6041 3.2946 1.6319
H -2.8099 -0.2547 1.3458
H -4.2595 0.5886 1.7878
H -3.4180 1.0099 0.2704

Summary:
- ⟨S²⟩ = 8.752
- 2S+1 = 6
- total charge = -1
- energy above the lowest of the compared OMol25 structures with the same formula, charge and spin (kcal/mol) = 27.30
- E_HOMO (spin up / spin down) (hartree) = -0.2194 / -0.2450
- max |F| (eV/Å) = 2.66
- orbital gap (spin up / spin down) (hartree) = 0.3083 / 0.3339

Entry from the OMol25 dataset: a structure of composition CF4InNO2S2 in a non-equilibrium geometry (the ωB97M-V functional and the def2-TZVPD basis).

Cartesian coordinates (Å):
In -1.1470 2.0331 2.2326
F -2.2159 0.6289 -1.1564
N -0.4108 -1.4439 0.1592
S -1.7770 -1.0250 -0.5754
O -2.2262 -2.0768 -1.4891
S 0.4844 -0.5036 1.0960
O -0.0780 0.8760 1.4776
C 1.6336 0.2444 -0.2221
F 2.6442 0.7818 0.4421
F 2.0444 -0.7069 -1.0368
F 1.0482 1.1919 -0.9276

Summary:
- total charge = +2
- energy above the lowest of the compared OMol25 structures with the same formula, charge and spin (kcal/mol) = 14.82
- E_HOMO (spin up / spin down) (hartree) = -0.7249 / -0.7274
- max |F| (eV/Å) = 8.16
- orbital gap (spin up / spin down) (hartree) = 0.2123 / 0.2790

Entry from the OMol25 dataset: a structure of composition C23H27N8ORuSSe2 (the ωB97M-V functional and the def2-TZVPD basis).

Cartesian coordinates (Å):
Ru -0.1110 -0.6929 0.4890
C 1.1652 -1.0302 3.1530
C 2.1593 -0.2325 2.3116
N 1.9512 -0.4986 0.8751
C 2.7031 -1.6369 0.3076
C 2.1207 -2.9929 0.6769
S 0.2977 -3.0135 0.4583
C -0.2892 -3.4606 2.1354
C -0.8994 -2.2831 2.8992
N -0.2139 -1.0062 2.5916
H 1.1796 -0.6591 4.1799
H 1.4913 -2.0663 3.1857
H 3.1654 -0.5405 2.6126
H 2.8210 1.5404 3.2004
H 2.2272 0.3527 0.3643
H 3.7545 -1.6029 0.6122
H 2.6545 -1.5080 -0.7733
H 2.3482 -3.2779 1.7021
H 2.5398 -3.7594 0.0278
H 0.5411 -3.9236 2.6661
H -1.0427 -4.2380 2.0154
H -0.8533 -2.4933 3.9730
H -1.9457 -2.1536 2.6326
H -0.7432 -0.2750 3.0595
Se -0.3645 1.7032 0.9441
Se -2.3222 1.7673 -1.1178
C -2.9877 0.0945 -0.5769
C -4.3496 -0.1502 -0.8620
C -4.9217 -1.3713 -0.6313
C -4.1199 -2.3846 -0.1013
C -2.8163 -2.0814 0.1844
N -2.2248 -0.8777 -0.0127
C 0.7660 2.6869 -0.2940
C 0.3323 3.9190 -0.7570
C 1.1735 4.6174 -1.6055
C 2.4018 4.0625 -1.9437
C 2.7377 2.8278 -1.4194
N 1.9285 2.1385 -0.6059
H -4.9240 0.6634 -1.2806
H -5.9649 -1.5456 -0.8601
H -4.4965 -3.3798 0.0854
H -2.1854 -2.8588 0.5847
H -0.6308 4.3075 -0.4557
H 0.8811 5.5865 -1.9875
H 3.0932 4.5813 -2.5924
H 3.6894 2.3655 -1.6525
N 2.8602 3.8800 4.3663
C 2.0155 3.5840 3.6358
N 1.0427 3.2282 2.7945
C 1.0991 2.0446 2.2957
N 2.1107 1.1871 2.5660
O 0.4259 -0.8580 -1.5859
N -0.2648 -0.3668 -2.6148
C -1.3438 -1.0317 -3.0532
C -2.0383 -0.5809 -4.1531
C -1.6070 0.5585 -4.8121
C -0.4835 1.2183 -4.3443
C 0.1711 0.7391 -3.2317
H -1.5952 -1.9128 -2.4831
H -2.9082 -1.1299 -4.4829
H -2.1398 0.9268 -5.6773
H -0.1098 2.1098 -4.8263
H 1.0487 1.1836 -2.7920

Summary:
- total charge = +1
- energy above the lowest of the compared OMol25 structures with the same formula, charge and spin (kcal/mol) = 7.06
- E_HOMO (hartree) = -0.3543
- max |F| (eV/Å) = 0.46
- orbital gap (hartree) = 0.2657

Entry from the OMol25 dataset: a cluster of 8 separate species, C24H46Br2Cl6O5 in total in a non-equilibrium geometry (the ωB97M-V functional and the def2-TZVPD basis).

Cartesian coordinates (Å):
Cl -11.9807 -13.8350 22.5961
C -10.3528 -14.1427 21.9546
Cl -9.1492 -13.1175 22.8454
Cl -10.3161 -13.9227 20.1276
H -10.1180 -15.1767 22.2072
Cl -9.8922 -9.6508 24.3788
C -9.4308 -9.3740 26.0904
Cl -10.9234 -9.0162 27.0070
Cl -8.4045 -7.9537 26.1596
H -8.9543 -10.2772 26.4714
C -13.4218 -11.3547 27.1657
C -12.3236 -12.1376 26.4022
C -13.2551 -13.0718 25.6175
O -14.3321 -13.3294 26.5158
C -14.3828 -12.4271 27.5953
H -13.8496 -10.5404 26.5808
H -13.1461 -10.6641 27.9625
H -11.6671 -12.7835 26.9853
H -11.6659 -11.4770 25.8373
H -12.7943 -13.9576 25.1803
H -13.6361 -12.4667 24.7948
H -13.9846 -12.8862 28.5001
H -15.3707 -12.1031 27.9225
C -15.4506 -14.7784 22.2668
C -14.7858 -15.5480 21.1768
C -14.4152 -14.4563 20.1022
O -15.4246 -13.4752 20.3197
C -15.6087 -13.3818 21.7010
H -14.9022 -14.8876 23.2025
H -16.4755 -15.1422 22.3399
H -15.5247 -16.2315 20.7584
H -13.9333 -16.1495 21.4921
H -14.4023 -14.6874 19.0371
H -13.4069 -14.0886 20.2927
H -16.5942 -12.9504 21.8765
H -14.9429 -12.7025 22.2333
C -10.7602 -16.4202 25.7528
C -9.4512 -15.8645 26.2160
C -8.4567 -16.1305 25.0397
O -9.2301 -17.0521 24.1841
C -10.4671 -17.5166 24.7391
H -11.2869 -15.6409 25.2019
H -11.4513 -16.7527 26.5273
H -9.1721 -16.3548 27.1487
H -9.4807 -14.7924 26.4109
H -7.4761 -16.5154 25.3195
H -8.4178 -15.1321 24.6039
H -10.1709 -18.4419 25.2333
H -11.1722 -17.7704 23.9476
C -13.0631 -8.6760 24.5643
C -12.3878 -7.6258 23.7866
C -13.5011 -6.5306 23.6423
O -14.7268 -7.3336 23.5521
C -14.4313 -8.6798 24.0493
H -13.0970 -8.3373 25.5998
H -12.5830 -9.6544 24.5455
H -12.1588 -8.0577 22.8123
H -11.5194 -7.1532 24.2457
H -13.3966 -6.0229 22.6835
H -13.4990 -5.9617 24.5721
H -14.4405 -9.4224 23.2514
H -15.1756 -8.8731 24.8217
C -16.6646 -11.8126 31.8859
C -17.9681 -12.1618 31.1750
C -17.8323 -11.5862 29.7516
O -16.8182 -10.5962 29.9348
C -15.8810 -11.0472 30.8885
H -16.3192 -12.8106 32.1555
H -16.8097 -11.4126 32.8894
H -18.8221 -11.7686 31.7265
H -18.1549 -13.2293 31.2917
H -18.7313 -11.1745 29.2929
H -17.5949 -12.4151 29.0848
H -15.3499 -10.1264 31.1298
H -15.1552 -11.6605 30.3544
Br -12.3717 -12.0217 32.2166
C -12.1660 -13.9263 31.6310
C -11.1751 -14.0099 30.4087
Br -11.0680 -15.9591 29.8926
H -13.1525 -14.3516 31.4466
H -11.8698 -14.5381 32.4831
H -10.1636 -13.7606 30.7294
H -11.1473 -13.3478 29.5433

Summary:
- SMILES string = ClC(Cl)Cl.ClC(Cl)Cl.C1CCOC1.C1CCOC1.C1CCOC1.C1CCOC1.C1CCOC1.BrCCBr
- energy above the lowest of the compared OMol25 structures with the same formula, charge and spin (kcal/mol) = 41.72
- E_HOMO (hartree) = -0.3477
- max |F| (eV/Å) = 3.01
- orbital gap (hartree) = 0.3489